Entry 1:
A single C2H5NO2S molecule. Source: OMol25; level of theory: ωB97M-V with the def2-TZVPD basis set.

CARTESIAN COORDINATES (ANGSTROEM)
H (-0.625, -1.095, 1.315)
H (0.665, 2.007, -1.045)
H (0.523, 2.099, 0.759)
H (-2.100, -2.133, 0.071)
S (0.860, -0.081, -0.068)
C (0.314, 1.546, -0.229)
N (-0.525, -1.086, 0.327)
H (-0.784, 1.177, -0.377)
O (1.596, -0.227, 1.159)
C (-1.331, -1.628, -0.579)
O (1.407, -0.579, -1.332)

Output
HOMO energy	-9.42	eV
lowest unoccupied orbital energy	0.35	eV
energy above the lowest of the compared OMol25 structures with the same formula, charge and spin	395.3	kJ/mol
E_tot	-18571.4726	eV

Entry 2:
A molecular structure, C2H5NO2S. Source: OMol25; level of theory: ωB97M-V with the def2-TZVPD basis set.

CARTESIAN COORDINATES (ANGSTROEM)
H (0.398, 2.118, 0.147)
H (-1.111, -1.060, 1.476)
S (0.895, -1.692, -0.652)
C (0.168, 1.546, -0.735)
O (0.840, -2.711, 0.377)
H (0.989, 1.470, -1.431)
H (-0.774, 1.781, -1.191)
N (-0.641, -0.210, 1.189)
C (-0.084, -0.276, -0.076)
O (-0.668, -1.104, -1.002)
H (-0.012, 0.138, 1.898)

Output
HOMO energy	-8.89	eV
lowest unoccupied orbital energy	0.69	eV
energy above the lowest of the compared OMol25 structures with the same formula, charge and spin	276.8	kJ/mol
E_tot	-18572.7000	eV

Entry 3:
2 unconnected molecules or ions with the total composition C2H5NO2S. Source: OMol25; level of theory: ωB97M-V with the def2-TZVPD basis set.

CARTESIAN COORDINATES (ANGSTROEM)
H (0.662, -0.086, -2.363)
H (0.070, 1.675, -1.922)
C (-0.015, 0.049, 0.444)
C (-0.020, 0.643, -1.729)
H (-0.978, 0.304, -1.885)
H (1.236, -0.003, 2.069)
S (-1.572, -0.704, 0.790)
H (1.807, -0.799, 0.520)
O (-0.932, 0.787, 1.221)
N (1.201, -0.181, 1.000)
O (-1.458, -1.685, 1.856)

Output
HOMO energy	-8.45	eV
lowest unoccupied orbital energy	0.51	eV
energy above the lowest of the compared OMol25 structures with the same formula, charge and spin	447.7	kJ/mol
E_tot	-18570.9292	eV

Entry 4:
2 unconnected molecules or ions with the total composition C2H5NO2S2. Source: OMol25; level of theory: ωB97M-V with the def2-TZVPD basis set.

CARTESIAN COORDINATES (ANGSTROEM)
C (1.025, -2.106, -1.041)
N (0.065, -2.523, -1.606)
S (0.999, -0.283, -0.022)
H (-2.201, 2.015, 1.500)
O (2.394, 0.046, -0.032)
H (2.104, -2.541, -0.851)
H (-0.409, 2.030, 1.473)
S (-1.516, 1.655, -0.694)
C (-1.320, 2.287, 0.966)
H (-1.353, 3.337, 0.995)
O (0.416, -0.542, 1.301)
H (-0.201, -3.374, -1.987)

Output
HOMO energy (spin up / spin down)	-8.26 / -8.19	eV
lowest unoccupied orbital energy (spin up / spin down)	-3.10 / -3.13	eV
energy above the lowest of the compared OMol25 structures with the same formula, charge and spin	494.7	kJ/mol
E_tot	-29405.3981	eV

Entry 5:
A single C2H5NO2Si molecule. Source: OMol25; level of theory: ωB97M-V with the def2-TZVPD basis set.

CARTESIAN COORDINATES (ANGSTROEM)
C (-0.876, -0.436, -1.457)
O (-1.363, 1.567, -0.273)
H (-0.260, -0.214, -2.279)
N (0.623, 0.445, 0.138)
H (-0.522, -1.338, -1.023)
H (-1.910, -0.615, -1.731)
Si (1.093, -0.227, 1.728)
O (0.962, 1.362, 1.220)
H (2.543, -0.296, 1.474)
C (-0.568, 0.641, -0.460)
H (0.279, -0.889, 2.663)

Output
HOMO energy	-9.38	eV
lowest unoccupied orbital energy	-0.40	eV
energy above the lowest of the compared OMol25 structures with the same formula, charge and spin	362.3	kJ/mol
E_tot	-15615.2740	eV
SMILES string	CC(=O)N1O[SiH2]1

Entry 6:
A molecular structure, C2H5NO3. Source: OMol25; level of theory: ωB97M-V with the def2-TZVPD basis set.

CARTESIAN COORDINATES (ANGSTROEM)
H (1.023, -1.779, 0.085)
H (1.342, -0.224, 0.853)
N (-1.205, -0.412, 0.192)
H (-1.842, 1.307, -0.580)
C (1.115, -0.769, -0.053)
C (-0.083, -0.140, -0.628)
O (-2.240, 0.490, -0.101)
H (1.916, -0.539, -0.724)
O (0.062, 0.867, -1.342)
O (-1.344, -1.702, -1.062)
H (1.256, 2.901, 3.360)

Output
HOMO energy	2.27	eV
lowest unoccupied orbital energy	6.79	eV
energy above the lowest of the compared OMol25 structures with the same formula, charge and spin	230.6	kJ/mol
E_tot	-9779.2487	eV
charge	-2

Entry 7:
2 unconnected molecules or ions with the total composition C2H5NO3. Source: OMol25; level of theory: ωB97M-V with the def2-TZVPD basis set.

CARTESIAN COORDINATES (ANGSTROEM)
O (-1.541, -1.248, 1.493)
C (1.534, -0.121, -0.177)
O (-3.556, -0.653, 0.665)
O (0.890, -0.920, 0.460)
C (0.911, 1.036, -0.872)
H (2.569, -0.388, -0.321)
H (1.482, 1.817, -1.209)
H (0.014, 1.288, -0.325)
H (0.566, 0.579, -1.843)
H (-0.536, -0.962, 1.358)
N (-2.332, -0.429, 0.769)

Output
HOMO energy	-9.61	eV
lowest unoccupied orbital energy	0.36	eV
energy above the lowest of the compared OMol25 structures with the same formula, charge and spin	411.1	kJ/mol
E_tot	-9783.9280	eV
SMILES string	CC=O.O=NO

Entry 8:
2 unconnected molecules or ions with the total composition C2H5NO3. Source: OMol25; level of theory: ωB97M-V with the def2-TZVPD basis set.

CARTESIAN COORDINATES (ANGSTROEM)
H (-2.253, 1.066, 2.180)
H (-0.612, 0.163, 3.475)
O (0.650, -0.074, 1.917)
H (1.202, -1.454, -1.336)
O (0.354, 0.732, -1.408)
H (0.112, 0.248, -3.303)
C (-0.450, 0.189, 2.384)
O (0.707, -1.365, -2.183)
H (-1.246, 0.781, 0.697)
N (-1.498, 0.617, 1.674)
C (0.369, -0.085, -2.292)

Output
HOMO energy (spin up / spin down)	-14.88 / -14.56	eV
lowest unoccupied orbital energy (spin up / spin down)	-4.89 / -9.91	eV
energy above the lowest of the compared OMol25 structures with the same formula, charge and spin	0.0	kJ/mol
E_tot	-9777.9338	eV
⟨S²⟩	0.76
charge	+1
2S+1	2

Entry 9:
2 unconnected molecules or ions with the total composition C2H5NO3S. Source: OMol25; level of theory: ωB97M-V with the def2-TZVPD basis set.

CARTESIAN COORDINATES (ANGSTROEM)
C (0.311, 0.276, -0.326)
C (1.286, -1.407, -1.682)
O (-2.971, 0.020, 1.184)
H (-0.498, 2.260, 2.130)
H (1.072, -1.291, -2.744)
O (0.148, -0.644, -1.075)
N (-1.144, 1.495, 2.148)
H (1.251, -2.476, -1.289)
S (-2.250, 1.229, 0.834)
H (2.259, -0.850, -1.510)
O (1.223, 0.854, 0.162)
H (-0.686, 0.535, 2.167)

Output
HOMO energy (spin up / spin down)	-7.90 / -8.17	eV
lowest unoccupied orbital energy (spin up / spin down)	-0.17 / -0.19	eV
energy above the lowest of the compared OMol25 structures with the same formula, charge and spin	427.3	kJ/mol
E_tot	-20619.1056	eV

Entry 10:
2 unconnected molecules or ions with the total composition C2H5NO3S. Source: OMol25; level of theory: ωB97M-V with the def2-TZVPD basis set.

CARTESIAN COORDINATES (ANGSTROEM)
H (-0.164, 2.774, 0.809)
H (-0.760, 1.364, 1.676)
S (0.584, -0.171, -1.970)
H (-0.881, 1.444, -0.121)
C (-0.273, 1.715, 0.717)
H (0.732, 1.391, 0.866)
O (1.922, 0.086, -2.325)
O (-0.760, -2.394, 1.214)
H (-1.472, -2.360, 0.483)
N (0.213, -1.568, 0.767)
C (0.825, -0.790, 0.160)
O (0.035, -1.491, -2.277)

Output
HOMO energy	-10.53	eV
lowest unoccupied orbital energy	-0.81	eV
energy above the lowest of the compared OMol25 structures with the same formula, charge and spin	543.9	kJ/mol
E_tot	-20617.8970	eV
SMILES string	O=S(=O)=C=NO.C

Entry 11:
A single C2H5NO3S molecule. Source: OMol25; level of theory: ωB97M-V with the def2-TZVPD basis set.

CARTESIAN COORDINATES (ANGSTROEM)
H (1.509, -0.106, -0.997)
N (1.469, 0.608, -0.309)
O (-0.395, -1.316, 0.778)
O (-1.814, 0.370, 1.221)
H (-1.540, 1.225, 1.534)
H (-1.101, -1.927, 1.091)
C (-0.876, -0.109, 0.378)
C (0.288, 0.989, 0.262)
H (2.225, 1.272, -0.381)
S (-1.828, -0.374, -1.296)
O (-0.034, 2.055, 0.821)
H (-1.074, -1.253, -1.669)

Output
HOMO energy	-9.45	eV
lowest unoccupied orbital energy	0.54	eV
energy above the lowest of the compared OMol25 structures with the same formula, charge and spin	80.2	kJ/mol
E_tot	-20622.7030	eV
SMILES string	NC(=O)C(O)(O)S

Entry 12:
A single C2H5NO3S molecule. Source: OMol25; level of theory: ωB97M-V with the def2-TZVPD basis set.

CARTESIAN COORDINATES (ANGSTROEM)
H (0.609, 1.588, -0.094)
H (0.748, -1.144, -1.087)
N (0.488, -0.186, -1.145)
O (1.099, -0.037, 1.257)
H (2.259, 0.802, -0.417)
C (-0.987, -0.258, -0.788)
H (-1.456, -1.131, -1.420)
H (-1.575, 0.513, -1.269)
O (-0.731, -0.466, 2.910)
C (1.189, 0.603, -0.262)
O (-1.183, -0.552, 0.546)
S (-0.460, 0.269, 1.769)

Output
HOMO energy	-9.91	eV
lowest unoccupied orbital energy	0.74	eV
energy above the lowest of the compared OMol25 structures with the same formula, charge and spin	266.7	kJ/mol
E_tot	-20620.7705	eV

Entry 13:
2 unconnected molecules or ions with the total composition C2H5NO3S. Source: OMol25; level of theory: ωB97M-V with the def2-TZVPD basis set.

CARTESIAN COORDINATES (ANGSTROEM)
H (3.492, 0.097, 0.208)
C (-2.753, -0.126, -0.157)
O (0.459, -0.550, 0.764)
S (1.356, -0.247, -0.603)
H (3.372, -1.397, -0.502)
N (2.892, -0.698, 0.043)
H (-1.767, 1.521, 0.559)
O (-2.853, -1.274, -0.327)
H (-3.358, 1.837, -0.309)
O (1.382, 1.183, -0.709)
H (0.409, -1.483, 0.979)
C (-2.631, 1.137, 0.054)

Output
HOMO energy	-9.19	eV
lowest unoccupied orbital energy	0.54	eV
energy above the lowest of the compared OMol25 structures with the same formula, charge and spin	234.5	kJ/mol
E_tot	-20621.1044	eV

Entry 14:
A single C2H5NO4 molecule. Source: OMol25; level of theory: ωB97M-V with the def2-TZVPD basis set.

CARTESIAN COORDINATES (ANGSTROEM)
H (-0.754, 1.259, -1.294)
O (2.046, -0.999, 0.598)
H (1.016, 1.195, -1.223)
O (-0.627, -1.373, 0.568)
H (-1.130, 0.185, 2.021)
C (1.386, -0.110, 0.073)
N (-0.907, 0.212, -1.032)
H (0.299, -1.877, 0.564)
C (-0.340, -0.113, 0.276)
O (-0.781, 0.758, 1.310)
O (1.782, 0.737, -0.821)
H (-1.989, 0.126, -1.038)

Output
HOMO energy	-10.34	eV
lowest unoccupied orbital energy	0.39	eV
energy above the lowest of the compared OMol25 structures with the same formula, charge and spin	224.2	kJ/mol
E_tot	-11834.4691	eV
SMILES string	NC(O)(O)C(=O)O

Entry 15:
2 unconnected molecules or ions with the total composition C2H5NO4. Source: OMol25; level of theory: ωB97M-V with the def2-TZVPD basis set.

CARTESIAN COORDINATES (ANGSTROEM)
O (1.044, 1.370, 1.349)
O (-1.248, -0.237, 2.374)
C (0.332, 1.315, 0.357)
C (-1.891, 0.146, 1.106)
O (1.958, -1.759, -2.243)
N (-0.957, 0.761, 0.202)
H (2.543, -2.339, -1.739)
H (0.740, 1.604, -0.557)
H (-0.330, -0.046, 2.309)
O (-3.122, 0.132, 0.820)
H (2.194, -1.810, -3.140)
H (-1.262, 0.861, -0.840)

Output
HOMO energy (spin up / spin down)	-14.74 / -14.74	eV
lowest unoccupied orbital energy (spin up / spin down)	-5.92 / -11.11	eV
energy above the lowest of the compared OMol25 structures with the same formula, charge and spin	113.7	kJ/mol
E_tot	-11823.6777	eV
⟨S²⟩	0.79
charge	+1
2S+1	2

Entry 16:
2 unconnected molecules or ions with the total composition C2H5NO5S. Source: OMol25; level of theory: ωB97M-V with the def2-TZVPD basis set.

CARTESIAN COORDINATES (ANGSTROEM)
H (-1.187, 1.049, -0.266)
C (-0.517, 0.193, -0.591)
O (0.688, 0.728, -1.141)
O (4.767, -0.296, 1.104)
H (0.238, -0.320, 1.444)
O (3.416, 1.219, -0.186)
N (2.074, -0.913, -0.255)
C (-0.050, -0.897, 0.509)
H (-1.084, -0.265, -1.437)
O (2.981, -1.294, -0.958)
H (1.079, 1.487, -0.587)
O (1.010, -1.646, -0.044)
H (-0.903, -1.478, 0.618)
S (4.534, 0.357, -0.169)

Output
HOMO energy	-9.83	eV
lowest unoccupied orbital energy	-0.04	eV
energy above the lowest of the compared OMol25 structures with the same formula, charge and spin	384.5	kJ/mol
E_tot	-24713.0968	eV

Entry 17:
2 unconnected molecules or ions with the total composition C2H5NOS. Source: OMol25; level of theory: ωB97M-V with the def2-TZVPD basis set.

CARTESIAN COORDINATES (ANGSTROEM)
N (-0.451, 0.832, 0.193)
S (-0.873, 0.740, 1.718)
H (-0.578, 2.292, -1.419)
H (1.231, 1.843, -0.790)
H (0.017, -0.813, -1.277)
C (-0.213, 0.218, -0.899)
C (0.046, 1.657, -0.888)
H (-0.239, -2.585, 1.723)
H (0.686, -1.630, 0.677)
O (0.373, -2.554, 0.961)

Output
HOMO energy (spin up / spin down)	-8.49 / -8.49	eV
lowest unoccupied orbital energy (spin up / spin down)	-0.16 / -0.17	eV
energy above the lowest of the compared OMol25 structures with the same formula, charge and spin	436.6	kJ/mol
E_tot	-16523.8561	eV
SMILES string	[S-][N+]1=CC1.O

Entry 18:
A single C2H5NOS molecule. Source: OMol25; level of theory: ωB97M-V with the def2-TZVPD basis set.

CARTESIAN COORDINATES (ANGSTROEM)
S (-1.728, 0.460, 1.222)
O (-1.902, -0.980, 0.979)
C (0.302, -0.539, -0.986)
H (-0.245, -1.373, -0.512)
C (0.825, 0.345, 0.042)
H (0.387, 1.610, 1.492)
H (-0.517, -0.021, -1.513)
H (1.884, 0.550, 0.074)
N (-0.014, 0.891, 0.901)
H (1.009, -0.943, -1.698)

Output
HOMO energy (spin up / spin down)	-6.98 / -6.98	eV
lowest unoccupied orbital energy (spin up / spin down)	0.14 / 0.14	eV
energy above the lowest of the compared OMol25 structures with the same formula, charge and spin	257.0	kJ/mol
E_tot	-16525.7180	eV

Entry 19:
2 unconnected molecules or ions with the total composition C2H5NOS. Source: OMol25; level of theory: ωB97M-V with the def2-TZVPD basis set.

CARTESIAN COORDINATES (ANGSTROEM)
N (-2.118, 1.116, -0.678)
H (0.355, 1.094, -0.230)
O (-2.734, -0.599, 1.103)
H (0.475, -1.808, -0.564)
H (0.528, -1.027, 1.010)
C (0.504, 0.185, -0.677)
C (0.497, -0.932, -0.043)
H (0.722, 0.194, -1.748)
S (-2.384, -0.382, -0.268)
H (-2.519, 1.748, 0.041)

Output
HOMO energy	-9.89	eV
lowest unoccupied orbital energy	-0.65	eV
energy above the lowest of the compared OMol25 structures with the same formula, charge and spin	301.1	kJ/mol
E_tot	-16525.2605	eV

Entry 20:
2 unconnected molecules or ions with the total composition C2H5NS. Source: OMol25; level of theory: ωB97M-V with the def2-TZVPD basis set.

CARTESIAN COORDINATES (ANGSTROEM)
H (0.363, 0.268, -2.560)
H (-1.191, -1.661, 1.604)
S (-1.340, 1.181, -1.452)
N (-0.576, -0.009, -2.307)
C (0.315, 0.019, 1.190)
H (-0.970, -0.718, -2.912)
H (1.196, 0.518, 1.677)
C (-0.450, -0.886, 1.716)
H (-0.180, 0.718, 0.362)

Output
HOMO energy (spin up / spin down)	-7.63 / -9.04	eV
lowest unoccupied orbital energy (spin up / spin down)	0.65 / -1.08	eV
energy above the lowest of the compared OMol25 structures with the same formula, charge and spin	117.1	kJ/mol
E_tot	-14475.5079	eV
⟨S²⟩	2.02
2S+1	3